ORCA calculation (ωB97M-V/def2-TZVPD) on C38H53As2BrKN6OS2 as an isolated structure.

Values from the calculation:
Energy above the lowest of the compared OMol25 structures with the same formula, charge and spin   3.1 kcal per mole
Charge   -1
2S+1   1

Geometry as XYZ:
```
104
Properties=species:S:1:pos:R:3:forces:R:3:lowdin_charge:R:1
Br -1.359209 0.214750 1.366613 -0.10 0.15 0.10 0.791
As 3.072528 -0.138637 2.653356 0.03 0.06 0.29 1.107
As 1.580748 2.900084 1.987452 0.09 -0.21 0.03 1.117
K 1.467356 -0.307344 -0.202889 0.36 0.40 0.18 0.321
S 0.630736 2.971084 -1.678906 0.29 0.03 0.01 0.596
S 1.378198 -3.094684 1.169138 0.15 -0.08 -0.17 0.471
O -0.557400 -0.527977 -1.465712 -0.71 0.16 -0.31 -0.309
N 3.499372 -2.012837 -0.762581 0.07 -0.14 -0.08 -0.029
N 1.800809 -5.036242 -0.577029 -0.07 0.02 0.13 0.028
N 3.173502 -3.316165 -0.945321 -0.04 0.23 0.03 -0.049
N 4.083884 0.703138 -0.652232 -0.06 -0.28 -0.19 0.068
N -1.383269 3.905779 -0.198380 0.08 -0.09 -0.06 0.103
N -1.827944 2.077174 -1.604609 -0.13 0.06 -0.04 0.109
C -3.160664 2.135815 -1.398341 0.19 0.09 0.05 -0.255
C -5.595284 -3.481556 1.078830 0.00 -0.01 0.03 -0.051
C 4.551141 2.452649 5.696385 0.02 -0.03 0.03 -0.101
C -0.927634 2.999610 -1.107161 -0.17 -0.09 -0.06 -0.854
C -6.609815 -1.333445 0.304031 0.01 0.02 0.02 -0.055
C -0.009021 3.229604 3.095497 0.03 0.07 -0.09 -0.321
C 4.842897 -0.134133 -1.380365 0.08 -0.08 0.03 -0.220
C -3.619455 3.105458 -0.549470 0.05 -0.04 -0.01 0.011
C -3.723210 -2.278699 -1.725734 -0.04 -0.01 0.05 -0.006
C -1.709542 -1.007748 -1.179855 0.04 -0.27 -0.06 -0.469
C 5.903715 0.359629 -2.152581 -0.05 -0.02 0.07 -0.029
C -2.468340 -1.815047 -2.094025 0.07 -0.12 0.17 -0.106
C -5.714645 -2.512525 -0.104638 -0.02 0.01 -0.04 -0.561
C 2.177218 -3.768296 -0.189825 0.10 -0.13 0.01 -0.933
C 2.828079 2.686912 3.509601 -0.10 0.12 -0.01 -0.424
C -3.592946 -1.245810 0.408362 0.01 0.01 0.06 -0.109
C -1.522490 -0.917884 -4.242490 -0.02 -0.01 -0.08 -0.041
C 3.953422 3.674117 5.417021 0.01 0.04 0.01 -0.103
C 3.100529 3.782213 4.332949 0.01 -0.01 -0.01 -0.133
C 4.282497 1.361045 4.889741 0.01 0.00 -0.04 -0.131
C 5.359738 2.570437 -1.443322 -0.03 0.04 0.04 -0.069
C 4.334616 2.002634 -0.701216 -0.03 0.09 0.10 -0.149
C 3.423268 1.454467 3.792812 0.09 -0.10 -0.07 -0.411
C 5.444088 -2.483791 -2.203432 0.00 -0.06 0.00 -0.058
C -3.111846 4.908460 1.127009 0.02 0.01 0.02 -0.036
C 4.939889 -0.665258 2.355924 -0.11 -0.01 0.04 -0.308
C -4.036769 1.176761 -2.129063 -0.09 0.13 -0.03 0.015
C -2.341734 -0.777321 0.073975 0.07 -0.11 -0.13 -0.556
C 4.537448 -1.592329 -1.398168 0.11 0.20 -0.02 -0.300
C -2.766039 -3.051718 -4.296777 -0.01 0.01 0.01 -0.078
C 6.162085 1.718299 -2.179977 0.01 -0.02 -0.01 -0.077
C -4.328584 -2.001836 -0.496418 -0.02 -0.04 -0.07 -0.205
C -0.552571 -2.993231 -3.201645 0.04 0.01 0.03 -0.036
C 1.990362 4.768193 1.534879 -0.10 -0.04 0.02 -0.333
C -1.838422 -2.186936 -3.437364 -0.05 -0.01 -0.03 -0.527
C -2.665176 3.934767 0.076735 -0.18 0.00 0.05 -0.334
C 2.704232 -1.404007 4.110425 -0.02 0.06 -0.09 -0.329
C -6.404544 -3.246228 -1.255096 0.00 -0.03 -0.02 -0.073
H -4.266129 -2.884552 -2.434659 -0.02 -0.02 -0.02 0.081
H 5.467754 -0.808025 3.299046 0.03 -0.02 -0.01 0.013
H -0.109398 -3.274273 -4.161481 0.02 -0.01 -0.01 0.082
H 4.759085 0.413917 5.115689 0.00 0.00 0.01 0.081
H -0.775157 -3.906253 -2.644542 -0.01 -0.01 -0.01 0.087
H -5.847464 -4.134577 -1.557700 0.01 -0.01 0.01 0.083
H -7.613962 -1.681502 0.562226 0.00 -0.02 0.01 0.078
H 2.815933 -2.404517 3.694666 -0.01 0.00 0.02 -0.013
H 0.910974 -5.344742 -0.225604 0.01 0.02 -0.01 0.054
H -3.759277 1.141680 -3.183002 0.01 0.01 -0.01 0.089
H -6.584364 -3.808370 1.413044 -0.01 -0.01 -0.01 0.078
H 6.485605 -2.351969 -1.899655 0.00 -0.02 0.02 0.073
H 5.440328 0.094650 1.758199 0.00 0.00 -0.01 0.012
H 5.153060 -3.518354 -2.052899 0.00 0.01 0.02 0.053
H -0.268066 2.316584 3.630239 -0.02 -0.01 -0.01 0.011
H 3.069436 4.890497 1.439801 0.00 0.00 -0.04 0.019
H -2.448832 -0.400791 -4.509521 -0.01 0.02 0.00 0.074
H 3.374355 -1.257501 4.956513 0.01 -0.05 0.01 0.006
H 2.639582 4.740002 4.120283 0.00 0.00 0.01 0.082
H -2.377933 5.703758 1.233597 0.00 0.00 0.00 0.079
H 1.509612 4.962906 0.576434 0.02 0.03 0.01 -0.014
H -6.519693 -2.604337 -2.130774 0.00 0.02 0.00 0.085
H -4.089277 5.327663 0.888860 -0.01 0.01 -0.01 0.075
H -6.695556 -0.614416 -0.513361 0.00 0.00 -0.02 0.081
H 1.613028 5.465023 2.284039 0.01 0.01 -0.01 0.011
H -7.399859 -3.568880 -0.940295 0.00 0.00 0.01 0.080
H -3.943023 0.168732 -1.731101 -0.01 0.03 0.04 0.054
H -4.674541 3.202752 -0.343630 -0.01 0.01 0.00 0.112
H -6.206139 -0.807006 1.169672 0.01 0.01 0.00 0.075
H 4.911114 -1.600217 1.796440 0.04 0.00 -0.01 0.015
H 4.153587 4.537793 6.040216 0.00 0.00 0.00 0.095
H -0.880320 -0.245541 -3.678207 0.04 -0.03 -0.01 0.070
H -2.984831 -4.010024 -3.820909 0.00 -0.01 0.02 0.083
H -0.828267 3.511330 2.432964 0.03 -0.01 0.06 -0.016
H -3.713240 -2.551525 -4.512306 -0.01 0.03 0.00 0.081
H 3.668192 2.630959 -0.115899 0.01 -0.01 -0.02 0.069
H -3.988474 -1.017491 1.390810 0.02 0.01 0.01 0.098
H -5.016687 -4.362701 0.796752 0.02 0.00 -0.01 0.089
H 5.502101 3.642099 -1.439906 0.03 0.00 -0.02 0.098
H 6.977554 2.103007 -2.780561 0.00 0.01 0.00 0.101
H 1.670399 -1.282204 4.432758 0.01 0.01 0.02 0.021
H 0.196011 4.026384 3.811609 -0.05 0.00 0.02 0.017
H 5.388191 -2.262138 -3.273130 -0.04 0.01 0.00 0.079
H -2.276245 -3.258485 -5.251009 0.01 -0.01 0.00 0.080
H -1.012727 -1.181557 -5.173683 0.01 0.00 -0.01 0.082
H 2.039740 -5.273061 -1.526742 -0.01 -0.03 0.00 0.074
H 0.176315 -2.421371 -2.632638 0.00 0.03 0.01 0.074
H 6.511388 -0.316709 -2.732928 0.02 0.00 -0.02 0.091
H -5.089477 -3.012776 1.923546 -0.01 0.01 0.01 0.078
H -1.409886 1.290960 -2.108130 0.04 -0.01 0.12 0.107
H -5.075804 1.491072 -2.044013 0.00 0.02 0.00 0.086
H 5.224594 2.351138 6.539137 0.00 0.01 0.00 0.095
H -3.199112 4.391561 2.085633 0.00 -0.02 0.00 0.083
```
Positions in Å, forces in eV/Å.

ORCA calculation (ωB97M-V/def2-TZVPD) on a 2-piece molecular cluster, C5H9N3 overall.

Values from the calculation:
Energy above the lowest of the compared OMol25 structures with the same formula, charge and spin   106.0 kcal per mole
2S+1   1

Geometry as XYZ:
```
17
Properties=species:S:1:pos:R:3:forces:R:3:nbo_charge:R:1
N 1.836183 1.590842 0.376750 1.00 -0.65 0.63 -0.065
N 1.912493 0.450901 0.376286 -1.47 1.37 -1.04 0.042
N -0.561153 2.889513 -0.523208 0.29 0.42 0.22 -0.840
C -1.699930 -0.846093 -0.879711 0.32 -0.50 -0.04 -0.664
C -0.895991 0.352924 -0.629865 -0.47 1.71 0.23 -0.134
C -0.650101 1.538629 -0.486715 -0.40 -1.31 -0.52 0.152
C 0.948992 -1.614054 1.190336 0.49 -0.03 0.34 -0.638
C 1.484427 -0.743839 0.087542 0.77 -1.18 0.73 -0.173
H 1.744323 -2.049968 1.829482 -0.33 0.20 -0.30 0.212
H -2.540082 -0.614761 -1.541431 0.12 0.05 0.08 0.228
H -2.108465 -1.261012 0.046060 0.06 -0.02 -0.06 0.217
H 0.407673 -2.449407 0.750391 -0.13 0.07 0.01 0.224
H -1.109514 -1.626298 -1.367703 -0.09 -0.02 0.06 0.219
H 1.997668 -1.212528 -0.734703 0.08 0.04 -0.29 0.217
H -1.367015 3.373794 -0.148188 0.13 -0.09 -0.05 0.382
H 0.315696 3.251955 -0.171387 -0.23 0.04 -0.01 0.398
H 0.284799 -1.030595 1.826065 -0.13 -0.10 0.02 0.223
```
Positions in Å, forces in eV/Å.

ORCA calculation (ωB97M-V/def2-TZVPD) on C17H24BrHfNO6P2S2 as an isolated structure.

Values from the calculation:
Charge   +2
2S+1   1

Geometry as XYZ:
```
54
Properties=species:S:1:pos:R:3:forces:R:3:nbo_charge:R:1
Hf 0.115807 0.047008 -0.017747 -0.92 -0.49 -0.52 2.225
Br 1.532529 -4.860135 -2.700542 0.02 -0.04 -0.05 0.188
S 2.651002 0.525220 -0.983633 -0.39 0.06 0.34 2.391
S 1.135943 1.346947 2.169855 -0.01 -0.09 -0.28 2.387
P -2.502177 0.053948 0.976200 0.30 0.00 -0.10 0.855
P -1.610226 0.600241 -2.152250 0.18 0.09 0.33 0.812
O 0.883631 -0.133116 1.983430 0.15 0.02 0.24 -1.006
O 0.891832 1.865786 3.456026 -0.03 0.01 0.05 -0.836
O 2.062898 -0.746708 -0.407388 0.33 -0.05 -0.04 -1.009
O 3.561489 0.378979 -2.046665 0.01 -0.01 -0.06 -0.830
O 0.250301 1.869655 1.053172 0.08 0.21 0.13 -1.008
O 1.347954 1.240839 -1.305057 0.22 -0.02 -0.07 -1.005
N -0.341579 -2.240006 -0.173313 0.45 0.22 0.10 -0.612
C -0.241258 -2.846118 1.024459 -0.01 -0.01 0.11 0.054
C 5.447170 2.405881 1.139537 0.03 -0.04 -0.13 -0.152
C -3.361568 0.564800 -1.608796 -0.04 0.05 -0.11 -0.712
C 0.183276 -2.862735 -1.246431 -0.11 0.07 -0.06 0.034
C 0.402225 -4.055113 1.195530 -0.10 -0.04 -0.15 -0.201
C -2.988368 1.723910 1.487832 -0.08 0.04 0.05 -0.944
C 3.394620 1.377400 0.383957 -0.09 0.06 0.23 -0.383
C -1.319956 2.285842 -2.746517 -0.07 0.01 -0.13 -0.931
C 2.799480 1.677429 1.652433 0.15 -0.01 -0.19 -0.279
C -3.032353 -1.027453 2.328615 -0.13 0.00 0.03 -0.942
C 4.702014 1.746459 0.155034 0.15 0.09 0.08 -0.134
C 4.879872 2.690757 2.353924 -0.19 -0.01 0.13 -0.154
C 0.829753 -4.078218 -1.160306 -0.13 -0.02 0.12 -0.119
C -3.596094 -0.369096 -0.422440 -0.07 -0.09 0.03 -0.709
C 0.951135 -4.682028 0.087975 0.04 -0.03 0.01 -0.119
C 3.551657 2.327069 2.607422 0.18 0.06 0.01 -0.156
C -1.503598 -0.464642 -3.614761 -0.08 -0.01 -0.05 -0.936
H -4.060646 -0.775800 2.594011 0.01 -0.04 0.05 0.267
H -0.678286 -2.328487 1.868112 0.07 0.04 0.02 0.229
H -4.637342 -0.330810 -0.093886 0.00 0.04 -0.02 0.266
H -4.075251 1.796519 1.553898 0.00 0.01 0.03 0.260
H -3.990624 0.285241 -2.456353 0.00 -0.01 0.00 0.271
H -2.559255 1.936186 2.467960 0.02 -0.01 -0.01 0.275
H 0.089085 -2.360093 -2.201421 0.06 0.01 0.00 0.224
H -3.389734 -1.409112 -0.692612 0.01 0.01 -0.01 0.248
H -2.618137 2.482017 0.798420 0.01 -0.02 -0.02 0.255
H -0.482712 -0.498217 -3.995624 0.01 0.03 0.01 0.266
H -3.002764 -2.072762 2.022289 0.00 0.00 -0.02 0.256
H 6.471092 2.685575 0.933508 -0.01 -0.01 -0.03 0.255
H 0.470875 -4.495204 2.179837 0.00 -0.02 -0.01 0.261
H -2.105570 2.568659 -3.449129 0.03 0.02 -0.02 0.263
H -0.353115 2.338390 -3.245573 0.01 -0.01 0.01 0.275
H -2.400184 -0.891948 3.206065 0.01 0.03 -0.01 0.267
H -1.317196 2.991776 -1.915746 0.00 -0.02 0.02 0.260
H 5.441835 3.198455 3.125447 0.01 0.00 -0.01 0.255
H -3.630095 1.592687 -1.353571 -0.02 -0.01 0.03 0.255
H -2.155078 -0.056559 -4.389384 0.02 -0.05 -0.04 0.270
H 3.107409 2.563870 3.563985 -0.03 -0.02 -0.01 0.267
H 5.160158 1.519680 -0.797588 -0.04 -0.01 -0.01 0.269
H -1.832957 -1.476793 -3.378119 -0.01 0.00 0.00 0.255
H 1.471081 -5.626073 0.185921 0.00 0.00 0.00 0.265
```
Positions in Å, forces in eV/Å.

| no. | frontier orbital gap (eV) |
| --- | --- |
| 1 | 6.74 |
| 2 | 8.77 |
| 3 | 8.50 |